Entry 1
This record from the OMol25 dataset describes a 9-piece molecular cluster, C51H127N9O overall. The level of theory is ωB97M-V with the def2-TZVPD basis set.

Last columns: bonded neighbours and bond lengths (Å).
Positions of all 188 atoms, in Å:
1 C 3.764 -14.067 -5.702  C2 1.540, H8 1.090, H9 1.090, H10 1.090
2 C 4.595 -13.880 -6.985  C1 1.540, N3 1.504, H11 1.090, H12 1.090
3 N 4.963 -12.423 -7.011  C2 1.504, C4 1.517, C6 1.456
4 C 3.947 -11.520 -7.685  N3 1.517, C5 1.523, H13 1.090, H14 1.090
5 C 4.305 -10.043 -7.591  C4 1.523, H15 1.090, H16 1.090, H17 1.090
6 C 6.353 -12.222 -7.395  N3 1.456, C7 1.559, H18 1.090, H19 1.090
7 C 6.642 -12.762 -8.828  C6 1.559, H20 1.090, H21 1.090, H22 1.090
8 H 4.406 -13.964 -4.827  C1 1.090
9 H 3.436 -15.103 -5.622  C1 1.090
10 H 2.915 -13.420 -5.478  C1 1.090
11 H 5.445 -14.562 -6.997  C2 1.090
12 H 3.954 -14.159 -7.822  C2 1.090
13 H 3.987 -11.792 -8.740  C4 1.090
14 H 2.950 -11.744 -7.306  C4 1.090
15 H 4.450 -9.710 -6.564  C5 1.090
16 H 5.158 -9.788 -8.221  C5 1.090
17 H 3.439 -9.525 -8.002  C5 1.090
18 H 6.969 -12.698 -6.633  C6 1.090
19 H 6.611 -11.170 -7.268  C6 1.090
20 H 6.451 -13.822 -8.993  C7 1.090
21 H 7.681 -12.628 -9.128  C7 1.090
22 H 6.058 -12.227 -9.578  C7 1.090
23 C 11.178 -6.453 -9.349  C24 1.538, H30 1.090, H31 1.090, H32 1.090
24 C 10.516 -7.561 -10.186  C23 1.538, N25 1.496, H33 1.090, H34 1.090
25 N 10.419 -8.918 -9.564  C24 1.496, C26 1.441, C28 1.426
26 C 9.414 -9.077 -8.543  N25 1.441, C27 1.554, H35 1.090, H36 1.090
27 C 7.987 -8.662 -8.996  C26 1.554, H37 1.090, H38 1.090, H39 1.090
28 C 11.678 -9.426 -9.126  N25 1.426, C29 1.515, H40 1.090, H41 1.090
29 C 12.711 -9.719 -10.195  C28 1.515, H42 1.090, H43 1.090, H44 1.090
30 H 12.246 -6.647 -9.251  C23 1.090
31 H 10.662 -6.410 -8.390  C23 1.090
32 H 11.125 -5.426 -9.712  C23 1.090
33 H 9.555 -7.151 -10.495  C24 1.090
34 H 11.022 -7.683 -11.144  C24 1.090
35 H 9.354 -10.133 -8.281  C26 1.090
36 H 9.610 -8.502 -7.638  C26 1.090
37 H 7.887 -7.580 -9.072  C27 1.090
38 H 7.775 -9.204 -9.917  C27 1.090
39 H 7.336 -9.031 -8.203  C27 1.090
40 H 11.536 -10.405 -8.668  C28 1.090
41 H 12.121 -8.783 -8.365  C28 1.090
42 H 13.382 -8.906 -10.471  C29 1.090
43 H 12.271 -10.229 -11.051  C29 1.090
44 H 13.349 -10.493 -9.767  C29 1.090
45 C 1.871 -17.761 -4.823  C46 1.557, H52 1.090, H53 1.090, H54 1.090
46 C 2.636 -18.217 -3.545  C45 1.557, N47 1.453, H55 1.090, H56 1.090
47 N 2.358 -17.505 -2.309  C46 1.453, C48 1.482, C50 1.463
48 C 2.695 -16.070 -2.461  N47 1.482, C49 1.514, H57 1.090, H58 1.090
49 C 4.172 -15.750 -2.563  C48 1.514, H59 1.090, H60 1.090, H61 1.090
50 C 3.012 -18.260 -1.240  N47 1.463, C51 1.537, H62 1.090, H63 1.090
51 C 2.729 -17.679 0.155  C50 1.537, H64 1.090, H65 1.090, H66 1.090
52 H 0.798 -17.681 -4.646  C45 1.090
53 H 2.119 -18.330 -5.719  C45 1.090
54 H 2.088 -16.715 -5.040  C45 1.090
55 H 2.367 -19.266 -3.424  C46 1.090
56 H 3.689 -18.108 -3.804  C46 1.090
57 H 2.135 -15.521 -3.218  C48 1.090
58 H 2.333 -15.576 -1.560  C48 1.090
59 H 4.604 -16.000 -3.532  C49 1.090
60 H 4.313 -14.682 -2.399  C49 1.090
61 H 4.834 -16.303 -1.898  C49 1.090
62 H 4.053 -18.510 -1.441  C50 1.090
63 H 2.630 -19.280 -1.246  C50 1.090
64 H 3.177 -18.349 0.890  C51 1.090
65 H 1.674 -17.500 0.363  C51 1.090
66 H 3.210 -16.715 0.319  C51 1.090
67 C 2.761 -12.334 -1.785  C68 1.556, H74 1.090, H75 1.090, H76 1.090
68 C 2.036 -10.980 -1.538  C67 1.556, N69 1.492, H77 1.090, H78 1.090
69 N 2.714 -9.800 -2.148  C68 1.492, C70 1.493, C72 1.508
70 C 4.039 -9.590 -1.493  N69 1.493, C71 1.551, H79 1.090, H80 1.090
71 C 4.499 -8.109 -1.490  C70 1.551, H81 1.090, H82 1.090, H83 1.090
72 C 2.758 -9.854 -3.654  N69 1.508, C73 1.501, H84 1.090, H85 1.090
73 C 1.386 -9.960 -4.254  C72 1.501, H86 1.090, H87 1.090, H88 1.090
74 H 2.181 -13.239 -1.605  C67 1.090
75 H 3.572 -12.373 -1.058  C67 1.090
76 H 3.211 -12.420 -2.774  C67 1.090
77 H 0.980 -11.059 -1.797  C68 1.090
78 H 1.872 -10.839 -0.469  C68 1.090
79 H 4.794 -10.333 -1.754  C70 1.090
80 H 3.876 -9.799 -0.436  C70 1.090
81 H 5.455 -8.063 -0.969  C71 1.090
82 H 3.778 -7.589 -0.860  C71 1.090
83 H 4.634 -7.788 -2.523  C71 1.090
84 H 3.146 -8.906 -4.027  C72 1.090
85 H 3.444 -10.598 -4.058  C72 1.090
86 H 0.829 -9.113 -3.853  C73 1.090
87 H 1.499 -9.791 -5.325  C73 1.090
88 H 0.883 -10.897 -4.017  C73 1.090
89 C 10.802 -12.836 -10.646  C90 1.492, H96 1.090, H97 1.090, H98 1.090
90 C 11.588 -14.006 -10.156  C89 1.492, N91 1.437, H99 1.090, H100 1.090
91 N 11.182 -14.427 -8.844  C90 1.437, C92 1.474, C94 1.511
92 C 11.114 -13.496 -7.703  N91 1.474, C93 1.537, H101 1.090, H102 1.090
93 C 12.549 -13.036 -7.400  C92 1.537, H103 1.090, H104 1.090, H105 1.090
94 C 9.889 -15.208 -8.777  N91 1.511, C95 1.547, H106 1.090, H107 1.090
95 C 9.931 -16.467 -9.675  C94 1.547, H108 1.090, H109 1.090, H110 1.090
96 H 10.690 -12.063 -9.886  C89 1.090
97 H 9.778 -13.082 -10.925  C89 1.090
98 H 11.274 -12.382 -11.517  C89 1.090
99 H 11.633 -14.818 -10.882  C90 1.090
100 H 12.652 -13.808 -10.022  C90 1.090
101 H 10.443 -12.671 -7.946  C92 1.090
102 H 10.709 -13.924 -6.786  C92 1.090
103 H 12.474 -12.366 -6.544  C93 1.090
104 H 13.312 -13.806 -7.290  C93 1.090
105 H 12.880 -12.386 -8.210  C93 1.090
106 H 9.042 -14.636 -9.158  C94 1.090
107 H 9.656 -15.540 -7.766  C94 1.090
108 H 10.697 -17.206 -9.444  C95 1.090
109 H 10.239 -16.233 -10.694  C95 1.090
110 H 8.942 -16.922 -9.739  C95 1.090
111 C 6.904 -9.664 -3.579  C112 1.521, H118 1.090, H119 1.090, H120 1.090
112 C 7.016 -11.177 -3.693  C111 1.521, N113 1.474, H121 1.090, H122 1.090
113 N 8.340 -11.618 -3.218  C112 1.474, C114 1.517, C116 1.454
114 C 9.485 -11.042 -4.028  N113 1.517, C115 1.491, H123 1.090, H124 1.090
115 C 9.505 -11.435 -5.467  C114 1.491, H125 1.090, H126 1.090, H127 1.090
116 C 8.446 -13.063 -3.099  N113 1.454, C117 1.535, H128 1.090, H129 1.090
117 C 7.420 -13.644 -2.116  C116 1.535, H130 1.090, H131 1.090, H132 1.090
118 H 7.501 -9.141 -4.326  C111 1.090
119 H 7.106 -9.341 -2.558  C111 1.090
120 H 5.883 -9.352 -3.797  C111 1.090
121 H 6.206 -11.505 -3.042  C112 1.090
122 H 6.807 -11.498 -4.713  C112 1.090
123 H 9.462 -9.956 -3.928  C114 1.090
124 H 10.437 -11.381 -3.620  C114 1.090
125 H 9.355 -12.503 -5.626  C115 1.090
126 H 8.587 -11.127 -5.968  C115 1.090
127 H 10.314 -11.121 -6.127  C115 1.090
128 H 9.408 -13.337 -2.665  C116 1.090
129 H 8.362 -13.592 -4.048  C116 1.090
130 H 7.579 -13.261 -1.107  C117 1.090
131 H 7.436 -14.730 -2.026  C117 1.090
132 H 6.370 -13.390 -2.260  C117 1.090
133 C 9.763 -19.224 -1.749  C134 1.562, H140 1.090, H141 1.090, H142 1.090
134 C 8.926 -17.931 -1.489  C133 1.562, N135 1.477, H143 1.090, H144 1.090
135 N 8.933 -16.939 -2.583  C134 1.477, C136 1.474, C138 1.484
136 C 10.277 -16.432 -2.911  N135 1.474, C137 1.499, H145 1.090, H146 1.090
137 C 10.919 -15.790 -1.718  C136 1.499, H147 1.090, H148 1.090, H149 1.090
138 C 8.273 -17.508 -3.785  N135 1.484, C139 1.520, H150 1.090, H151 1.090
139 C 7.793 -16.426 -4.739  C138 1.520, H152 1.090, H153 1.090, H154 1.090
140 H 10.819 -18.974 -1.853  C133 1.090
141 H 9.363 -19.763 -2.608  C133 1.090
142 H 9.737 -19.913 -0.905  C133 1.090
143 H 7.919 -18.203 -1.174  C134 1.090
144 H 9.270 -17.428 -0.585  C134 1.090
145 H 10.810 -17.301 -3.298  C136 1.090
146 H 10.207 -15.737 -3.747  C136 1.090
147 H 11.248 -16.454 -0.918  C137 1.090
148 H 11.795 -15.220 -2.026  C137 1.090
149 H 10.140 -15.109 -1.375  C137 1.090
150 H 7.355 -18.034 -3.523  C138 1.090
151 H 8.978 -18.151 -4.312  C138 1.090
152 H 7.127 -16.868 -5.480  C139 1.090
153 H 8.592 -15.887 -5.248  C139 1.090
154 H 7.163 -15.682 -4.251  C139 1.090
155 C 2.429 -13.042 4.802  C156 1.503, H162 1.090, H163 1.090, H164 1.090
156 C 3.497 -13.370 3.796  C155 1.503, N157 1.468, H165 1.090, H166 1.090
157 N 3.065 -13.603 2.412  C156 1.468, C158 1.472, C160 1.451
158 C 1.979 -14.590 2.291  N157 1.472, C159 1.556, H167 1.090, H168 1.090
159 C 1.096 -14.389 1.026  C158 1.556, H169 1.090, H170 1.090, H171 1.090
160 C 4.196 -14.023 1.607  N157 1.451, C161 1.564, H172 1.090, H173 1.090
161 C 5.245 -12.868 1.509  C160 1.564, H174 1.090, H175 1.090, H176 1.090
162 H 1.720 -13.819 5.087  C155 1.090
163 H 1.822 -12.224 4.414  C155 1.090
164 H 2.985 -12.686 5.669  C155 1.090
165 H 4.149 -12.499 3.725  C156 1.090
166 H 4.135 -14.206 4.081  C156 1.090
167 H 1.243 -14.282 3.034  C158 1.090
168 H 2.212 -15.624 2.545  C158 1.090
169 H 0.927 -13.321 0.888  C159 1.090
170 H 0.107 -14.838 1.109  C159 1.090
171 H 1.604 -14.760 0.136  C159 1.090
172 H 4.611 -14.973 1.945  C160 1.090
173 H 3.888 -14.303 0.600  C160 1.090
174 H 5.916 -13.024 0.664  C161 1.090
175 H 4.796 -11.951 1.128  C161 1.090
176 H 5.869 -12.716 2.390  C161 1.090
177 C 10.685 -11.642 -0.343  C178 1.531, H182 1.090, H183 1.090, H184 1.090
178 C 9.625 -10.952 0.520  C177 1.531, O179 1.242, N180 1.336
179 O 9.876 -10.666 1.702  C178 1.242
180 N 8.421 -10.747 -0.021  C178 1.336, C181 1.430, H185 1.010
181 C 7.298 -10.130 0.612  N180 1.430, H186 1.090, H187 1.090, H188 1.090
182 H 11.647 -11.702 0.166  C177 1.090
183 H 10.872 -11.089 -1.264  C177 1.090
184 H 10.286 -12.615 -0.632  C177 1.090
185 H 8.283 -11.015 -0.985  N180 1.010
186 H 7.542 -9.854 1.638  C181 1.090
187 H 6.391 -10.733 0.577  C181 1.090
188 H 7.066 -9.240 0.026  C181 1.090

As for the HOMO energy: -8.23 eV. The SMILES is CCN(CC)CC.CCN(CC)CC.CCN(CC)CC.CCN(CC)CC.CCN(CC)CC.CCN(CC)CC.CCN(CC)CC.CCN(CC)CC.CNC(C)=O. The HOMO-LUMO gap comes out at 8.80 eV. The spin multiplicity is 1.

Entry 2
This record from the OMol25 dataset describes a 9-piece molecular cluster, C51H127N9O overall. The level of theory is ωB97M-V with the def2-TZVPD basis set.

Last columns: bonded neighbours and bond lengths (Å).
Positions of all 188 atoms, in Å:
1 C 0.451 -3.162 4.253  C2 1.542, H8 1.090, H9 1.090, H10 1.090
2 C -0.663 -3.801 3.400  C1 1.542, N3 1.474, H11 1.090, H12 1.090
3 N -0.531 -3.401 1.988  C2 1.474, C4 1.483, C6 1.494
4 C -1.639 -3.917 1.147  N3 1.483, C5 1.552, H13 1.090, H14 1.090
5 C -3.053 -3.435 1.565  C4 1.552, H15 1.090, H16 1.090, H17 1.090
6 C 0.788 -3.715 1.360  N3 1.494, C7 1.553, H18 1.090, H19 1.090
7 C 1.193 -5.210 1.465  C6 1.553, H20 1.090, H21 1.090, H22 1.090
8 H 0.411 -2.080 4.122  C1 1.090
9 H 1.396 -3.699 4.172  C1 1.090
10 H 0.210 -3.309 5.306  C1 1.090
11 H -0.829 -4.857 3.612  C2 1.090
12 H -1.604 -3.337 3.696  C2 1.090
13 H -1.556 -3.814 0.065  C4 1.090
14 H -1.570 -5.005 1.163  C4 1.090
15 H -3.385 -3.856 2.515  C5 1.090
16 H -3.240 -2.362 1.594  C5 1.090
17 H -3.729 -3.827 0.806  C5 1.090
18 H 1.532 -3.095 1.860  C6 1.090
19 H 0.739 -3.370 0.327  C6 1.090
20 H 2.052 -5.551 0.887  C7 1.090
21 H 0.422 -5.929 1.189  C7 1.090
22 H 1.428 -5.350 2.520  C7 1.090
23 C 4.154 2.991 1.842  C24 1.569, H30 1.090, H31 1.090, H32 1.090
24 C 4.960 1.885 2.609  C23 1.569, N25 1.445, H33 1.090, H34 1.090
25 N 4.507 0.523 2.447  C24 1.445, C26 1.432, C28 1.536
26 C 5.216 -0.324 3.358  N25 1.432, C27 1.531, H35 1.090, H36 1.090
27 C 4.541 -1.678 3.596  C26 1.531, H37 1.090, H38 1.090, H39 1.090
28 C 4.567 -0.019 1.012  N25 1.536, C29 1.547, H40 1.090, H41 1.090
29 C 5.990 -0.290 0.467  C28 1.547, H42 1.090, H43 1.090, H44 1.090
30 H 4.621 3.960 2.021  C23 1.090
31 H 3.115 3.078 2.160  C23 1.090
32 H 4.151 2.856 0.760  C23 1.090
33 H 6.023 1.826 2.376  C24 1.090
34 H 4.856 2.128 3.667  C24 1.090
35 H 6.245 -0.494 3.044  C26 1.090
36 H 5.174 0.201 4.312  C26 1.090
37 H 4.651 -2.202 2.646  C27 1.090
38 H 5.080 -2.277 4.329  C27 1.090
39 H 3.477 -1.595 3.819  C27 1.090
40 H 4.050 0.777 0.476  C28 1.090
41 H 3.903 -0.880 1.091  C28 1.090
42 H 6.685 0.495 0.764  C29 1.090
43 H 5.978 -0.322 -0.622  C29 1.090
44 H 6.380 -1.215 0.892  C29 1.090
45 C -2.949 6.426 1.383  C46 1.564, H52 1.090, H53 1.090, H54 1.090
46 C -1.834 5.789 2.276  C45 1.564, N47 1.464, H55 1.090, H56 1.090
47 N -0.553 5.692 1.574  C46 1.464, C48 1.517, C50 1.468
48 C 0.508 5.212 2.546  N47 1.517, C49 1.532, H57 1.090, H58 1.090
49 C 0.967 6.244 3.581  C48 1.532, H59 1.090, H60 1.090, H61 1.090
50 C -0.606 4.710 0.485  N47 1.468, C51 1.579, H62 1.090, H63 1.090
51 C 0.590 4.794 -0.543  C50 1.579, H64 1.090, H65 1.090, H66 1.090
52 H -3.898 6.540 1.907  C45 1.090
53 H -3.160 5.822 0.501  C45 1.090
54 H -2.582 7.370 0.980  C45 1.090
55 H -1.758 6.426 3.158  C46 1.090
56 H -2.096 4.812 2.682  C46 1.090
57 H 0.232 4.288 3.055  C48 1.090
58 H 1.403 4.878 2.022  C48 1.090
59 H 1.765 5.868 4.221  C49 1.090
60 H 1.345 7.161 3.129  C49 1.090
61 H 0.186 6.393 4.327  C49 1.090
62 H -1.483 4.867 -0.144  C50 1.090
63 H -0.740 3.703 0.880  C50 1.090
64 H 1.502 4.424 -0.073  C51 1.090
65 H 0.672 5.828 -0.876  C51 1.090
66 H 0.338 4.097 -1.342  C51 1.090
67 C -4.316 -0.472 -4.378  C68 1.552, H74 1.090, H75 1.090, H76 1.090
68 C -3.516 -1.608 -5.070  C67 1.552, N69 1.473, H77 1.090, H78 1.090
69 N -2.930 -2.458 -4.019  C68 1.473, C70 1.487, C72 1.465
70 C -1.800 -3.320 -4.456  N69 1.487, C71 1.548, H79 1.090, H80 1.090
71 C -0.578 -2.422 -4.766  C70 1.548, H81 1.090, H82 1.090, H83 1.090
72 C -3.981 -3.345 -3.514  N69 1.465, C73 1.547, H84 1.090, H85 1.090
73 C -3.567 -3.988 -2.171  C72 1.547, H86 1.090, H87 1.090, H88 1.090
74 H -5.122 -0.803 -3.724  C67 1.090
75 H -4.811 0.069 -5.185  C67 1.090
76 H -3.731 0.233 -3.787  C67 1.090
77 H -4.069 -2.215 -5.786  C68 1.090
78 H -2.780 -1.087 -5.682  C68 1.090
79 H -2.110 -3.949 -5.291  C70 1.090
80 H -1.494 -4.073 -3.731  C70 1.090
81 H -0.221 -1.839 -3.916  C71 1.090
82 H -0.711 -1.698 -5.569  C71 1.090
83 H 0.316 -2.922 -5.136  C71 1.090
84 H -4.905 -2.797 -3.326  C72 1.090
85 H -4.205 -4.113 -4.255  C72 1.090
86 H -4.360 -4.637 -1.798  C73 1.090
87 H -2.739 -4.686 -2.300  C73 1.090
88 H -3.317 -3.216 -1.443  C73 1.090
89 C 3.522 -1.181 7.065  C90 1.545, H96 1.090, H97 1.090, H98 1.090
90 C 1.987 -1.064 7.198  C89 1.545, N91 1.486, H99 1.090, H100 1.090
91 N 1.514 0.345 7.171  C90 1.486, C92 1.487, C94 1.430
92 C 2.077 1.290 6.170  N91 1.487, C93 1.559, H101 1.090, H102 1.090
93 C 1.600 0.907 4.736  C92 1.559, H103 1.090, H104 1.090, H105 1.090
94 C 0.094 0.404 7.324  N91 1.430, C95 1.494, H106 1.090, H107 1.090
95 C -0.390 1.698 7.893  C94 1.494, H108 1.090, H109 1.090, H110 1.090
96 H 3.788 -2.232 6.958  C89 1.090
97 H 4.121 -0.928 7.939  C89 1.090
98 H 4.008 -0.679 6.228  C89 1.090
99 H 1.582 -1.463 6.268  C90 1.090
100 H 1.645 -1.685 8.026  C90 1.090
101 H 1.782 2.313 6.402  C92 1.090
102 H 3.165 1.277 6.244  C92 1.090
103 H 1.754 -0.144 4.494  C93 1.090
104 H 0.570 1.234 4.594  C93 1.090
105 H 2.227 1.453 4.030  C93 1.090
106 H -0.176 -0.320 8.093  C94 1.090
107 H -0.366 0.087 6.388  C94 1.090
108 H -1.448 1.684 8.155  C95 1.090
109 H -0.308 2.572 7.247  C95 1.090
110 H 0.150 1.985 8.796  C95 1.090
111 C -6.083 -0.462 -0.461  C112 1.541, H118 1.090, H119 1.090, H120 1.090
112 C -7.386 -0.801 0.289  C111 1.541, N113 1.456, H121 1.090, H122 1.090
113 N -7.784 -2.202 0.280  C112 1.456, C114 1.505, C116 1.503
114 C -8.249 -2.612 -1.091  N113 1.505, C115 1.499, H123 1.090, H124 1.090
115 C -8.932 -3.945 -1.048  C114 1.499, H125 1.090, H126 1.090, H127 1.090
116 C -6.831 -3.137 0.969  N113 1.503, C117 1.466, H128 1.090, H129 1.090
117 C -6.358 -2.743 2.300  C116 1.466, H130 1.090, H131 1.090, H132 1.090
118 H -5.326 -0.930 0.168  C111 1.090
119 H -5.900 0.609 -0.545  C111 1.090
120 H -6.093 -1.004 -1.407  C111 1.090
121 H -7.143 -0.583 1.329  C112 1.090
122 H -8.267 -0.227 0.001  C112 1.090
123 H -8.961 -1.836 -1.375  C114 1.090
124 H -7.467 -2.687 -1.846  C114 1.090
125 H -9.624 -4.010 -0.208  C115 1.090
126 H -9.475 -4.185 -1.962  C115 1.090
127 H -8.219 -4.761 -0.924  C115 1.090
128 H -5.976 -3.377 0.337  C116 1.090
129 H -7.207 -4.141 1.169  C116 1.090
130 H -5.807 -3.515 2.837  C117 1.090
131 H -7.210 -2.605 2.966  C117 1.090
132 H -5.770 -1.828 2.378  C117 1.090
133 C 2.684 2.821 -7.442  C134 1.561, H140 1.090, H141 1.090, H142 1.090
134 C 1.345 2.801 -6.640  C133 1.561, N135 1.469, H143 1.090, H144 1.090
135 N 1.335 3.699 -5.477  C134 1.469, C136 1.442, C138 1.462
136 C 1.164 5.027 -6.012  N135 1.442, C137 1.557, H145 1.090, H146 1.090
137 C 1.442 6.140 -4.959  C136 1.557, H147 1.090, H148 1.090, H149 1.090
138 C 0.172 3.418 -4.637  N135 1.462, C139 1.559, H150 1.090, H151 1.090
139 C 0.336 2.042 -3.923  C138 1.559, H152 1.090, H153 1.090, H154 1.090
140 H 3.574 2.767 -6.815  C133 1.090
141 H 2.736 3.753 -8.005  C133 1.090
142 H 2.815 2.090 -8.240  C133 1.090
143 H 0.518 3.031 -7.312  C134 1.090
144 H 1.311 1.786 -6.245  C134 1.090
145 H 1.843 5.163 -6.854  C136 1.090
146 H 0.134 5.157 -6.346  C136 1.090
147 H 0.638 6.144 -4.223  C137 1.090
148 H 2.369 6.018 -4.399  C137 1.090
149 H 1.352 7.149 -5.361  C137 1.090
150 H -0.698 3.402 -5.294  C138 1.090
151 H 0.110 4.167 -3.848  C138 1.090
152 H 0.109 1.287 -4.676  C139 1.090
153 H -0.419 1.926 -3.145  C139 1.090
154 H 1.321 1.893 -3.480  C139 1.090
155 C 5.962 -2.829 -3.438  C156 1.519, H162 1.090, H163 1.090, H164 1.090
156 C 5.266 -1.580 -3.950  C155 1.519, N157 1.512, H165 1.090, H166 1.090
157 N 4.243 -1.027 -2.982  C156 1.512, C158 1.468, C160 1.498
158 C 3.018 -1.830 -3.073  N157 1.468, C159 1.525, H167 1.090, H168 1.090
159 C 1.976 -1.507 -2.008  C158 1.525, H169 1.090, H170 1.090, H171 1.090
160 C 3.986 0.423 -3.256  N157 1.498, C161 1.493, H172 1.090, H173 1.090
161 C 3.302 0.647 -4.564  C160 1.493, H174 1.090, H175 1.090, H176 1.090
162 H 6.742 -3.163 -4.122  C155 1.090
163 H 5.240 -3.640 -3.347  C155 1.090
164 H 6.324 -2.534 -2.453  C155 1.090
165 H 5.989 -0.810 -4.218  C156 1.090
166 H 4.813 -1.841 -4.906  C156 1.090
167 H 3.311 -2.867 -2.910  C158 1.090
168 H 2.537 -1.863 -4.051  C158 1.090
169 H 1.190 -0.842 -2.366  C159 1.090
170 H 2.430 -1.099 -1.105  C159 1.090
171 H 1.341 -2.365 -1.788  C159 1.090
172 H 3.451 0.855 -2.410  C160 1.090
173 H 4.941 0.946 -3.284  C160 1.090
174 H 3.107 1.710 -4.704  C161 1.090
175 H 4.030 0.329 -5.309  C161 1.090
176 H 2.308 0.234 -4.738  C161 1.090
177 C -1.730 -0.924 -0.854  C178 1.537, H182 1.090, H183 1.090, H184 1.090
178 C -0.668 0.010 -0.250  C177 1.537, O179 1.224, N180 1.323
179 O -0.582 1.175 -0.613  C178 1.224
180 N 0.052 -0.447 0.762  C178 1.323, C181 1.436, H185 1.010
181 C 0.939 0.330 1.582  N180 1.436, H186 1.090, H187 1.090, H188 1.090
182 H -1.892 -0.688 -1.906  C177 1.090
183 H -2.650 -0.770 -0.291  C177 1.090
184 H -1.476 -1.981 -0.787  C177 1.090
185 H -0.181 -1.344 1.162  N180 1.010
186 H 1.395 1.211 1.130  C181 1.090
187 H 1.843 -0.209 1.865  C181 1.090
188 H 0.376 0.698 2.440  C181 1.090

As for the HOMO energy: -7.84 eV. The SMILES is CCN(CC)CC.CCN(CC)CC.CCN(CC)CC.CCN(CC)CC.CCN(CC)CC.CCN(CC)CC.CCN(CC)CC.CCN(CC)CC.CNC(C)=O. The HOMO-LUMO gap comes out at 8.42 eV. The spin multiplicity is 1.

The structure with the most favorable energy is entry 1; the runner-up is 7.6 kJ/mol above it.